Arrangement P

9
Properties=species:S:1:pos:R:3 method="wB97M-V/def2-TZVPD" e_homo_ev="-8.118 / -8.118" spin_multiplicity=1 total_charge=0 gap_ev="7.4800 / 7.4813" mol_weight_g_mol=108.19
H -1.77946 -1.18045 -0.62765
S 2.43776 -0.85772 -0.09734
H -2.60515 -0.23285 0.89287
C -1.01855 0.70998 -0.10035
S 0.57823 0.63196 0.02051
C -2.12142 -0.27750 -0.09506
H 3.53164 0.70731 0.75739
H -2.72617 0.26996 -0.77642
O 3.70312 0.22930 0.02605

=====

Arrangement Q

9
Properties=species:S:1:pos:R:3 method="wB97M-V/def2-TZVPD" e_homo_ev="-7.711 / -8.464" spin_multiplicity=1 total_charge=0 gap_ev="6.8649 / 7.3155" mol_weight_g_mol=108.19
S 4.65693 -0.35402 0.03574
H -0.48722 -0.36510 -0.91822
H -1.00107 -1.67583 0.17504
C -0.14722 -1.11880 -0.25389
S 0.99286 -0.39506 0.95710
C 2.09269 0.31140 0.00149
O 5.10318 0.12462 -1.28407
H 0.29208 -1.97094 -0.91477
H 1.81047 0.29055 -1.06399

=====

Arrangement R

9
Properties=species:S:1:pos:R:3 method="wB97M-V/def2-TZVPD" e_homo_ev=-8.774 spin_multiplicity=1 smiles="O=CS.C=S" total_charge=0 gap_ev=8.5291 mol_weight_g_mol=108.19
H 2.79079 0.68524 0.26067
H -2.69343 1.41390 -0.10797
S -1.75956 -0.60297 -0.89046
C -1.98042 0.49441 0.23220
O 0.87710 0.76783 -0.24196
H -1.55842 0.55952 1.13071
S 1.89736 -1.67676 -0.14242
H 0.58213 -1.74602 -0.15918
C 1.84445 0.10485 -0.08159

=====

Arrangement S

9
Properties=species:S:1:pos:R:3 method="wB97M-V/def2-TZVPD" e_homo_ev="-7.156 / -7.803" spin_multiplicity=1 total_charge=0 gap_ev="7.1426 / 8.3445" mol_weight_g_mol=108.19
S 2.73615 0.31051 0.11002
S -2.52203 0.09221 0.31792
H 1.10305 -1.45946 0.23442
O 0.09142 0.32997 0.01427
H 2.12705 1.36829 0.03706
H -2.61562 1.33348 -0.13568
C 1.12269 -0.40707 0.23812
C -0.98998 -0.23695 -0.42611
H -1.05273 -1.33097 -0.39002

=====

Which is most stable? The ranking, best first, is arrangement R, arrangement P, arrangement S, arrangement Q.

=====

Arrangement P

9
Properties=species:S:1:pos:R:3 method="wB97M-V/def2-TZVPD" e_homo_ev=-9.395 spin_multiplicity=1 smiles=C#C.SOS total_charge=0 gap_ev=9.4668 mol_weight_g_mol=108.19
H 1.34946 1.47714 1.39990
H -2.22136 1.08032 -1.30589
C -2.39381 0.48199 -0.44840
H 2.95575 -1.58309 -1.04967
S 2.03383 -1.40927 0.10664
C -2.47678 -0.45981 0.30734
S 2.00271 1.47959 0.19328
O 1.35750 0.01029 -0.35973
H -2.60729 -1.07716 1.15652

=====

Arrangement Q

9
Properties=species:S:1:pos:R:3 method="wB97M-V/def2-TZVPD" e_homo_ev=-8.795 spin_multiplicity=1 smiles="C=CSOS" total_charge=0 gap_ev=8.4878 mol_weight_g_mol=108.19
H 1.69766 0.61700 -1.22205
C 1.78069 0.18553 -0.25106
H -2.58197 -1.70841 -0.58386
S -2.44769 -0.95343 0.48774
C 0.80397 0.39004 0.58215
H 0.49627 0.15897 1.59748
H 2.70969 -0.31230 -0.02185
O -1.62365 0.21380 -0.62861
S -0.83498 1.40880 0.04005

=====

Arrangement R

9
Properties=species:S:1:pos:R:3 method="wB97M-V/def2-TZVPD" e_homo_ev=-8.915 spin_multiplicity=1 total_charge=0 gap_ev=8.1951 mol_weight_g_mol=108.19
H 0.41830 1.17464 0.01920
O 1.51868 -1.99907 -0.43543
H -1.31348 0.26932 -1.40814
S 1.73652 -0.74480 0.23836
H -0.27038 0.22107 1.48778
H 1.74767 -0.96479 1.72353
C -1.01081 -0.22231 -0.44690
C 0.08776 0.26004 0.39562
S -2.01860 -1.39280 -0.01624

=====

Which is most stable? The ranking, best first, is arrangement R, arrangement Q, arrangement P.

=====

Arrangement P

12
Properties=species:S:1:pos:R:3 method="wB97M-V/def2-TZVPD" e_homo_ev=-11.169 spin_multiplicity=1 total_charge=0 gap_ev=10.1113 mol_weight_g_mol=95.10
N 2.34012 -1.80679 0.13088
C 1.41174 -1.17048 -0.13887
H -1.12780 -1.45810 0.87261
C 0.20874 -0.37911 -0.43532
C 1.05206 2.07601 -0.15303
C -0.76677 -0.43194 0.76800
H -0.22074 -0.16251 1.68346
O -1.88828 0.37654 0.55500
C 0.55493 1.05476 -0.78738
H -1.59630 1.29829 0.59457
H -0.29107 -0.83538 -1.29515
H 0.32339 1.43871 -1.79476

=====

Arrangement Q

12
Properties=species:S:1:pos:R:3 method="wB97M-V/def2-TZVPD" e_homo_ev=-9.118 spin_multiplicity=1 total_charge=0 gap_ev=9.0301 mol_weight_g_mol=95.10
O -0.96841 0.57916 0.66470
C 1.45222 -0.10379 -0.35511
C -0.61001 -0.75109 0.81486
H 2.23804 -0.64001 -0.88041
H 0.80380 0.51063 -0.98080
H 1.23406 -1.78695 1.10890
C -1.94816 0.61058 -0.22483
C -2.68120 0.51913 -1.17055
N 1.75993 0.33167 0.97413
H -3.33600 0.37647 -1.99969
H 1.21594 1.16330 1.19701
C 0.83980 -0.80910 0.85180

=====

Arrangement R

12
Properties=species:S:1:pos:R:3 method="wB97M-V/def2-TZVPD" e_homo_ev=-10.110 spin_multiplicity=1 smiles="N#C[C@@H]1C[C@@H]1C=O" total_charge=0 gap_ev=10.8409 mol_weight_g_mol=95.10
C -0.22464 1.86632 0.06067
H -1.35015 -1.16205 1.21724
C -0.84575 0.57196 -0.08490
H 1.94996 -0.01400 0.08557
H -1.85853 0.61462 -0.47582
O 1.76776 -1.49601 -1.29765
C -0.09230 -0.58361 -0.58680
H -0.51906 -1.24683 -1.32902
C -0.53637 -0.50472 0.93243
N 0.26373 2.90941 0.18919
C 1.33046 -0.67769 -0.52211
H 0.13625 -0.23048 1.74107

=====

Which is most stable? The ranking, best first, is arrangement R, arrangement P, arrangement Q.

=====

Arrangement P

12
Properties=species:S:1:pos:R:3 method="wB97M-V/def2-TZVPD" e_homo_ev=-10.189 spin_multiplicity=1 smiles="N#C[C@@H]1C[C@@H]1C=O" total_charge=0 gap_ev=10.5389 mol_weight_g_mol=95.10
C 0.24379 0.34669 -0.73126
O -1.42338 -1.68855 1.21724
C -1.24932 -0.66213 0.64135
H -0.76567 0.52021 -1.26486
H -1.83593 -0.31959 -0.40485
C 1.13422 0.83952 0.44835
C -0.28375 0.47237 0.71101
C 0.69773 -0.97051 -1.13769
H 1.97972 0.19077 0.70366
H 1.34337 1.89151 0.61161
N 1.05505 -2.00069 -1.52607
H -0.89583 1.38040 0.73152

=====

Arrangement Q

12
Properties=species:S:1:pos:R:3 method="wB97M-V/def2-TZVPD" e_homo_ev=-9.665 spin_multiplicity=1 smiles="C#CC(=C)C(N)=O" total_charge=0 gap_ev=9.7877 mol_weight_g_mol=95.10
C -0.99131 -0.49657 1.38970
H 1.20332 0.59354 -1.27173
H 2.86434 -0.28675 -0.80171
C 1.23069 -0.25599 0.56833
N 1.75944 -0.08776 -0.64917
O 1.90904 -0.31452 1.53158
C -0.30904 -0.14184 0.33498
H -2.40811 1.23693 -2.32669
H -2.03667 -0.62680 1.30737
C -1.58951 1.00899 -1.62983
H -0.72200 -0.82769 2.45289
C -0.91019 0.19847 -0.90571

=====

Which is most stable? The ranking, best first, is arrangement Q, arrangement P.

=====

Arrangement P

12
Properties=species:S:1:pos:R:3 method="wB97M-V/def2-TZVPD" e_homo_ev="-9.042 / -8.641" spin_multiplicity=1 total_charge=0 gap_ev="8.2275 / 7.3988" mol_weight_g_mol=95.10
H 1.16058 0.02173 -1.64284
H 1.36188 -1.54378 0.73041
H -0.55994 1.69733 0.06612
C -0.24178 -0.49637 -0.53892
C -1.21002 -0.37128 0.63058
C 1.79712 0.38839 0.03692
O -0.13900 -0.41322 1.60198
C 0.79949 -0.61755 0.59724
C -1.02842 0.77416 -0.28112
H -2.12346 -0.87574 0.92428
H -1.84261 0.91625 -0.98950
N 2.02617 0.52007 -1.13516

=====

Arrangement Q

12
Properties=species:S:1:pos:R:3 method="wB97M-V/def2-TZVPD" e_homo_ev=-9.858 spin_multiplicity=1 smiles="C#C[C@@H]1CN1C=O" total_charge=0 gap_ev=10.7255 mol_weight_g_mol=95.10
C -0.00213 -1.33684 0.31391
H 0.08983 -1.50952 -0.78286
C -1.72590 0.63908 0.25508
H 2.10271 1.23193 -2.34743
H 1.08112 0.12107 1.76968
O -1.55186 1.81648 0.03793
C 1.31150 0.50267 -0.36663
N -0.79318 -0.22047 0.73181
C 1.82438 0.97448 -1.36380
C 0.71033 -0.19027 0.80078
H -2.74641 0.17596 0.16649
H -0.30039 -2.20457 0.78504

=====

Arrangement R

12
Properties=species:S:1:pos:R:3 method="wB97M-V/def2-TZVPD" e_homo_ev=-11.139 spin_multiplicity=1 total_charge=0 gap_ev=9.8873 mol_weight_g_mol=95.10
O 0.78148 -1.11106 -1.48667
H -0.67210 1.15997 -0.81000
H 0.42466 -1.88388 -1.02426
C 0.03294 1.39495 1.14879
N 0.30685 2.03615 2.07142
H -2.43583 -0.20056 0.07125
C -1.01499 -1.53654 0.92518
C -0.27442 0.53970 -0.00534
H 1.60727 0.66490 -1.02610
C -1.40884 -0.43979 0.34752
C 1.03260 -0.12355 -0.53033
H 1.62038 -0.50028 0.31856

=====

Arrangement S

12
Properties=species:S:1:pos:R:3 method="wB97M-V/def2-TZVPD" e_homo_ev=-10.240 spin_multiplicity=1 smiles="N#C[C@@H]1C[C@@H]1C=O" total_charge=0 gap_ev=10.7151 mol_weight_g_mol=95.10
C -0.44438 0.46855 0.52998
C 1.02206 0.77863 0.47201
H 1.31616 1.80911 0.67010
H 1.76574 0.05105 0.78505
H -0.36532 -1.54165 1.54637
C 0.21592 -0.68622 -1.51045
O -1.79246 -1.48601 0.14085
H 0.10842 1.43617 -1.46818
C 0.25593 0.58256 -0.81500
C -0.91748 -0.96315 0.78289
H -1.12080 1.26291 0.84576
N -0.04376 -1.71195 -1.97937

=====

Which is most stable? The ranking, best first, is arrangement S, arrangement Q, arrangement R, arrangement P.

=====

Arrangement P

12
Properties=species:S:1:pos:R:3 method="wB97M-V/def2-TZVPD" e_homo_ev=-11.135 spin_multiplicity=1 total_charge=0 gap_ev=9.9944 mol_weight_g_mol=95.10
C 0.74184 1.87840 0.11280
C 0.24263 -0.31954 -0.44249
O -1.88872 0.35699 0.57435
H 0.44450 1.37158 -1.98304
C 1.48931 -1.03164 -0.12493
N 2.45167 -1.60572 0.16440
C -0.76789 -0.46163 0.74107
H -0.21259 -0.80076 -1.30970
H -0.26815 -0.29350 1.70647
H -1.12567 -1.49552 0.72802
H -1.61642 1.26962 0.75544
C 0.50949 1.13172 -0.92240

=====

Arrangement Q

12
Properties=species:S:1:pos:R:3 method="wB97M-V/def2-TZVPD" e_homo_ev=-9.323 spin_multiplicity=1 smiles="CC1=NC=CC1=O" total_charge=0 gap_ev=8.1643 mol_weight_g_mol=95.10
C -0.88378 -0.74138 0.01424
N 0.38436 1.33255 0.11512
C -1.00176 1.40528 -0.13027
C 1.83657 -0.65217 0.02864
O -1.35824 -1.91553 -0.01621
C 0.63785 0.02874 0.08012
H -2.89580 0.18727 -0.00089
H 2.66160 -0.03145 -0.16325
H 1.85320 -1.07092 1.03495
C -1.78027 0.28755 0.21158
H -1.44871 2.45857 -0.25549
H 1.99499 -1.28851 -0.91854

=====

Which is most stable? The ranking, best first, is arrangement Q, arrangement P.